108
Properties=species:S:1:pos:R:3 method="wB97M-V/def2-TZVPD" de_lowest_kcal_mol=58.35 homo_energy_ev="-15.1 / -15.1" multiplicity=5 e_tot_ha=-4451.56356 total_charge=+3
Ru -0.26620 0.25732 -0.12732
O -1.03570 2.86752 -1.64692
S -1.60460 2.03412 -0.59942
C -3.18020 1.44842 -1.27592
C -4.03970 2.42662 -1.74092
C -5.23450 2.06522 -2.34612
C -5.53480 0.72162 -2.49952
C -4.66750 -0.25358 -2.03512
C -3.45010 0.07842 -1.42582
P -2.61610 -1.22928 -0.41582
C -3.43200 -2.78838 -0.92322
C -3.99510 -3.66458 -0.00302
C -4.49770 -4.88258 -0.43952
C -4.42190 -5.23408 -1.77732
C -3.86380 -4.35528 -2.69402
C -3.36890 -3.13808 -2.27512
C -0.88050 -1.90618 -0.78642
C -0.26090 -2.36598 0.40318
C 0.85610 -3.18888 0.34218
C 1.38760 -3.55048 -0.88622
C 0.79620 -3.09408 -2.05752
C -0.32630 -2.28268 -2.01602
C -1.89260 3.13042 0.79428
C -2.27050 4.45302 0.65648
C -2.37540 5.23682 1.79928
C -2.12210 4.69152 3.05058
C -1.69230 3.37802 3.17218
C -1.54920 2.59402 2.03028
P -0.96260 0.86702 2.08608
C -2.49270 -0.01038 2.50648
C -2.44350 -1.26348 3.11948
C -3.61570 -1.96558 3.34208
C -4.83310 -1.43608 2.93648
C -4.88630 -0.19068 2.32698
C -3.72220 0.52112 2.10488
C 0.10620 0.88952 3.55168
C -0.32330 0.49742 4.81628
C 0.51470 0.67822 5.90868
C 1.77060 1.24632 5.75368
C 2.18920 1.66612 4.50088
C 1.36250 1.48422 3.39838
H -3.77770 3.46702 -1.62262
H -5.91550 2.82682 -2.69272
H -6.45790 0.42452 -2.97302
H -4.94150 -1.29228 -2.14522
H -4.04900 -3.39958 1.04348
H -4.94650 -5.56438 0.26618
H -4.79390 -6.18948 -2.10912
H -3.81020 -4.62078 -3.73732
H -2.94450 -2.45548 -2.99702
H -0.74110 -2.18828 1.36288
H 1.28830 -3.56078 1.25838
H 2.23920 -4.21198 -0.93892
H 1.19970 -3.38918 -3.01462
H -0.80410 -1.99138 -2.93852
H -2.43770 4.87242 -0.32272
H -2.65280 6.27672 1.71068
H -2.22320 5.30822 3.93278
H -1.45220 2.97122 4.14368
H -1.49360 -1.67438 3.43568
H -3.58080 -2.92528 3.83678
H -5.74470 -1.98848 3.10348
H -5.83580 0.23272 2.03498
H -3.78020 1.49582 1.63978
H -1.31090 0.08882 4.96258
H 0.17500 0.38362 6.88898
H 2.41500 1.37352 6.60948
H 3.15590 2.12972 4.37838
H 1.65450 1.84682 2.41898
N 0.13810 0.66392 -2.72972
C 1.19960 0.42012 -3.60932
C 2.26880 1.33122 -3.63602
C 3.27870 1.19272 -4.56302
C 3.27050 0.12082 -5.45252
C 2.24550 -0.81948 -5.39762
C 1.21650 -0.67078 -4.49302
H -0.74750 0.31522 -3.09292
H 0.05850 1.66912 -2.53532
H 2.26010 2.16752 -2.95162
H 4.07100 1.92482 -4.61942
H 4.04830 0.02352 -6.19152
H 2.24280 -1.65468 -6.08132
H 0.40780 -1.38158 -4.50882
C 4.94450 -1.38168 -1.71632
C 5.35330 -1.41248 -0.25182
C 4.78180 -2.60488 0.48388
O 4.97720 -0.16468 0.38518
P 3.64930 0.28042 1.07608
S 3.10920 -0.75628 2.72208
S 2.07820 0.15732 -0.29552
O 3.85220 1.77262 1.46838
C 4.59860 2.81902 0.76568
C 6.08510 2.61602 0.97068
C 4.19320 2.86402 -0.69432
H 5.32600 -2.27338 -2.20582
H 5.36190 -0.51218 -2.22072
H 3.85870 -1.36128 -1.80832
H 6.44490 -1.40548 -0.16542
H 3.69530 -2.60818 0.39578
H 5.06140 -2.57098 1.53418
H 5.18310 -3.51858 0.05488
H 4.26620 3.72412 1.28648
H 6.44900 1.77172 0.39198
H 6.29620 2.43852 2.02258
H 6.61790 3.51122 0.66198
H 4.45250 1.92332 -1.17922
H 4.72480 3.67102 -1.19102
H 3.12190 3.03942 -0.79382